Formula: C23H36F7N3O23
Source: the OMol25 dataset
Level of theory: ωB97M-V/def2-TZVPD

Structure (XYZ):
```
92
C23H36F7N3O23 (ωB97M-V/def2-TZVPD)
N 7.632 -0.406 -10.955
H 6.840 0.144 -11.254
H 7.710 -0.389 -9.948
H 8.444 -0.068 -11.451
H 7.358 -1.327 -11.266
N 6.389 3.152 -12.872
H 5.888 3.408 -13.710
H 5.700 2.614 -12.366
H 6.720 3.961 -12.365
H 7.134 2.508 -13.096
N 3.701 0.179 -13.016
H 3.685 0.875 -13.747
H 2.899 -0.423 -12.892
H 4.073 0.538 -12.149
H 4.477 -0.434 -13.226
C 3.440 1.890 -9.088
C 4.321 1.894 -10.357
O 5.295 1.179 -10.422
O 3.963 2.554 -11.329
H 3.373 0.941 -8.557
H 2.410 2.120 -9.358
H 3.734 2.723 -8.449
C 0.232 5.327 -9.551
C 1.567 5.196 -10.303
O 2.524 5.712 -9.382
C 1.977 5.711 -8.149
O 2.685 5.787 -7.168
O 0.727 5.299 -8.185
F 1.624 5.958 -11.379
H -0.533 4.564 -9.695
H -0.282 6.271 -9.727
H 1.797 4.180 -10.625
C 3.583 -2.143 -9.801
C 3.574 -2.956 -8.533
O 4.864 -3.494 -8.330
C 5.677 -2.977 -9.287
O 6.938 -3.032 -9.217
O 4.934 -2.254 -10.163
F 2.882 -4.045 -8.752
H 3.453 -1.107 -9.490
H 2.893 -2.426 -10.597
H 3.257 -2.468 -7.611
C 5.933 4.739 -8.185
C 5.746 4.957 -9.725
O 6.877 4.416 -10.222
C 7.448 3.582 -9.270
O 8.329 2.723 -9.470
O 6.655 3.588 -8.204
F 5.716 6.214 -10.100
H 4.995 4.770 -7.629
H 6.589 5.474 -7.718
H 4.839 4.502 -10.122
C -2.080 -0.883 -7.085
C -1.637 -2.225 -7.500
O -0.246 -2.008 -7.433
C 0.012 -0.799 -7.832
O 1.045 -0.376 -8.370
O -1.070 -0.078 -7.552
F -2.119 -2.528 -8.737
H -2.368 -0.886 -6.034
H -3.016 -0.782 -7.635
H -1.866 -3.075 -6.857
C 1.281 2.389 -14.968
C 2.073 3.557 -14.369
O 1.102 4.081 -13.456
C 0.078 3.230 -13.309
O -0.880 3.405 -12.533
O 0.236 2.161 -14.140
F 2.368 4.451 -15.316
H 1.776 1.419 -15.028
H 0.797 2.629 -15.914
H 2.984 3.239 -13.862
C 1.910 1.925 -3.963
C 2.577 2.420 -5.247
O 2.832 1.243 -5.995
C 2.933 0.184 -5.139
O 3.385 -0.910 -5.367
O 2.351 0.569 -3.944
F 3.691 3.008 -4.943
H 0.856 2.137 -4.145
H 2.202 2.482 -3.073
H 2.114 3.073 -5.986
C 6.136 0.037 -7.226
C 6.881 -0.685 -6.124
O 8.198 -0.508 -6.342
C 8.377 -0.192 -7.610
O 9.412 -0.181 -8.175
O 7.150 -0.113 -8.196
F 6.563 -1.953 -6.058
H 6.014 1.085 -6.953
H 5.241 -0.510 -7.523
H 6.650 -0.351 -5.113
```

Its net charge is +2. For the highest occupied orbital energy, the calculation gives -15.43 eV. The strongest force on any atom comes out at 0.1056 Eh/bohr. The lowest unoccupied orbital energy is -0.258 Eh. For the electronic energy, the calculation gives -95004.104 eV. For the HOMO-LUMO gap, the calculation gives 8.42 eV. The relative energy (zero: lowest compared OMol25 entry of this formula, charge and spin) comes out at 3.0248 eV.

Formula: C5H25N2O5
Source: the OMol25 dataset
Level of theory: ωB97M-V/def2-TZVPD

Structure (XYZ):
```
37
C5H25N2O5 (ωB97M-V/def2-TZVPD)
N 0.877 0.772 -1.611
C 0.746 -0.754 -1.705
C 1.464 -1.282 -2.947
C 1.228 -1.451 -0.454
N 0.252 -1.347 0.636
C 0.683 -0.982 2.001
C 0.334 0.507 2.294
H 0.842 1.070 -2.584
H 0.129 1.157 -0.988
H 1.852 0.867 -1.310
H -0.326 -0.918 -1.810
H 1.278 -2.348 -3.012
H 2.531 -1.069 -2.901
H 1.026 -0.816 -3.831
H 1.543 -2.476 -0.652
H 2.152 -1.036 -0.042
H -0.165 -2.262 0.768
H 0.128 -1.593 2.707
H 1.755 -1.104 2.180
H 1.190 1.016 2.755
H -0.366 0.519 3.117
H -0.063 0.972 1.407
H -3.404 -0.897 1.050
H -1.931 -1.176 0.713
O -2.839 -1.435 0.487
H -2.821 -0.233 -0.846
H -3.509 0.818 -1.820
O -2.728 0.640 -1.284
H 2.561 1.447 1.404
H 3.930 1.121 0.695
O 2.976 1.171 0.580
H -1.755 2.585 -0.887
H -0.424 3.351 -0.625
O -0.872 2.500 -0.508
H -2.913 1.053 1.577
H -2.846 1.021 3.123
O -2.513 0.593 2.325
```

Its net charge is +1. For the highest occupied orbital energy, the calculation gives -12.52 eV. The strongest force on any atom comes out at 0.0526 Eh/bohr. The lowest unoccupied orbital energy is -0.096 Eh. For the electronic energy, the calculation gives -18802.671 eV. For the HOMO-LUMO gap, the calculation gives 9.91 eV. The relative energy (zero: lowest compared OMol25 entry of this formula, charge and spin) comes out at 1.5820 eV.

Formula: C15H40B3I2O16P3
Source: the OMol25 dataset
Level of theory: ωB97M-V/def2-TZVPD

Structure (XYZ):
```
79
C15H40B3I2O16P3 (ωB97M-V/def2-TZVPD)
C 2.573 -5.262 -0.338
C 3.274 -4.895 -1.675
O 3.195 -3.527 -2.040
C 3.811 -2.653 -1.089
B 2.692 -1.595 -0.666
O 2.833 -0.214 -0.787
B 1.583 0.361 -0.589
I 1.302 2.142 0.633
O 0.426 -0.147 -1.165
B 0.523 -1.554 -1.130
C -0.310 -2.455 -2.114
C -1.625 -3.028 -1.511
C -1.315 -4.014 -0.352
I -3.124 -5.092 0.114
O 1.449 -2.034 -0.182
H 3.295 -5.852 0.255
H 1.701 -5.917 -0.465
H 2.306 -4.400 0.283
H 2.743 -5.445 -2.469
H 4.310 -5.279 -1.709
H 4.634 -2.105 -1.585
H 4.265 -3.163 -0.225
H 0.274 -3.284 -2.540
H -0.615 -1.803 -2.952
H -2.344 -2.258 -1.199
H -2.138 -3.622 -2.286
H -0.987 -3.412 0.505
H -0.520 -4.715 -0.625
C -7.066 -3.563 -2.143
O -6.281 -2.722 -3.013
P -5.862 -3.377 -4.517
O -4.646 -2.532 -4.742
O -7.202 -2.779 -5.225
C -7.441 -1.376 -5.181
O -5.698 -4.500 -5.729
C -5.135 -4.046 -6.953
H -7.271 -3.012 -1.228
H -8.013 -3.832 -2.618
H -6.507 -4.467 -1.894
H -6.511 -0.811 -5.106
H -8.083 -1.133 -4.333
H -7.956 -1.098 -6.099
H -4.050 -4.015 -6.878
H -5.522 -3.066 -7.230
H -5.414 -4.767 -7.721
C 3.392 5.604 -0.878
O 3.445 7.044 -0.802
P 1.969 7.838 -0.556
O 2.374 9.149 -1.153
O 2.139 7.789 1.065
C 3.291 8.379 1.658
O 0.330 8.052 -0.397
C -0.117 9.362 -0.073
H 4.402 5.229 -1.019
H 2.981 5.187 0.046
H 2.778 5.296 -1.725
H 3.688 9.191 1.047
H 4.064 7.623 1.805
H 3.000 8.772 2.630
H -0.155 9.977 -0.970
H 0.522 9.828 0.676
H -1.125 9.266 0.330
C 2.948 0.111 8.923
O 3.129 0.764 7.651
P 2.807 -0.169 6.273
O 3.676 0.605 5.332
O 1.246 0.298 6.241
C 0.942 1.687 6.160
O 2.447 -1.502 5.350
C 2.290 -1.288 3.954
H 3.171 0.828 9.709
H 1.915 -0.231 9.036
H 3.629 -0.736 9.016
H 1.736 2.246 5.663
H 0.782 2.093 7.160
H 0.019 1.792 5.591
H 3.266 -1.255 3.471
H 1.737 -0.372 3.749
H 1.733 -2.135 3.552
```

Its net charge is 0. For the highest occupied orbital energy, the calculation gives -9.55 eV. The strongest force on any atom comes out at 0.1512 Eh/bohr. The lowest unoccupied orbital energy is -0.057 Eh. For the electronic energy, the calculation gives -95064.963 eV. For the HOMO-LUMO gap, the calculation gives 7.99 eV.

Formula: C7H14MoOPS
Source: the OMol25 dataset
Level of theory: ωB97M-V/def2-TZVPD

Structure (XYZ):
```
25
C7H14MoOPS (ωB97M-V/def2-TZVPD)
C 1.460 -2.832 0.387
C 2.854 -2.590 0.279
C 3.564 -1.536 -0.304
C 2.992 -0.365 -0.826
C 1.595 -0.058 -0.778
Mo 1.064 -1.019 0.820
P -1.233 -1.975 1.435
H 1.183 -3.856 0.587
H 3.473 -3.420 0.623
H 4.637 -1.720 -0.415
H 1.208 0.760 -1.379
H 3.710 0.325 -1.308
H -1.819 -1.172 2.457
H -1.340 -3.245 2.145
H -2.385 -2.089 0.596
C -2.190 2.228 -1.807
S -1.489 1.710 -0.232
C -2.008 3.106 0.832
O -2.129 0.413 0.160
H -2.191 3.326 -1.825
H -3.193 1.804 -2.014
H -1.515 1.912 -2.614
H -3.085 3.127 1.115
H -1.439 3.135 1.775
H -1.724 4.031 0.296
```

As for the spin multiplicity: 3. Its net charge is +1. For the highest occupied orbital energy (alpha / beta), the calculation gives -11.24 / -12.14 eV. The strongest force on any atom comes out at 0.0337 Eh/bohr. Its expectation value of S² is 2.08. The lowest unoccupied orbital energy (alpha / beta) is -0.167 / -0.159 Eh. For the electronic energy, the calculation gives -31500.681 eV. For the HOMO-LUMO gap (alpha / beta), the calculation gives 6.71 / 7.82 eV.

Formula: C7H21N2OSi
Source: the OMol25 dataset
Level of theory: ωB97M-V/def2-TZVPD

Structure (XYZ):
```
32
C7H21N2OSi (ωB97M-V/def2-TZVPD)
C 3.350 -0.471 -0.053
C 2.043 -1.088 0.402
N 1.159 -0.017 0.872
C -0.002 0.472 -0.311
N 0.552 0.265 -1.610
C -0.266 1.954 -0.083
C -0.600 2.296 1.334
Si -1.505 -0.660 0.203
C -2.972 0.087 -0.488
C -1.172 -2.109 -0.979
O -1.188 -0.872 1.818
H 3.919 -0.054 0.811
H 3.946 -1.297 -0.307
H 3.260 0.050 -1.039
H 2.128 -1.840 1.167
H 1.642 -1.691 -0.486
H 0.680 -0.273 1.688
H 1.566 0.901 1.090
H 0.773 1.154 -2.021
H 0.601 -0.601 -2.142
H 0.612 2.506 -0.462
H -1.072 2.158 -0.832
H 0.294 2.408 1.853
H -1.119 1.414 1.742
H -1.325 3.083 1.352
H -3.773 -0.197 0.148
H -3.042 1.172 -0.662
H -3.221 -0.416 -1.364
H -0.075 -2.218 -1.171
H -1.631 -3.061 -0.744
H -1.520 -1.779 -1.963
H -2.042 -1.276 2.236
```

Its net charge is +1. For the highest occupied orbital energy, the calculation gives -13.16 eV. The strongest force on any atom comes out at 0.0727 Eh/bohr. The lowest unoccupied orbital energy is -0.099 Eh. For the electronic energy, the calculation gives -20499.475 eV. For the HOMO-LUMO gap, the calculation gives 10.46 eV. Its SMILES is CC[NH2+][C@](N)(CC)[Si](C)(C)O. The relative energy (zero: lowest compared OMol25 entry of this formula, charge and spin) comes out at 0.0000 eV.

Formula: C2H4BrN2
Source: the OMol25 dataset
Level of theory: ωB97M-V/def2-TZVPD

Structure (XYZ):
```
9
C2H4BrN2 (ωB97M-V/def2-TZVPD)
C 1.077 -0.507 -1.935
C -0.317 0.406 1.377
N 0.138 -0.615 0.527
N 0.410 -0.311 -0.673
Br -0.071 -1.289 -3.171
H 0.464 1.014 1.754
H -1.153 0.720 0.800
H -0.629 -0.169 2.258
H 0.082 0.751 -0.936
```

Its net charge is +1. For the highest occupied orbital energy, the calculation gives -15.40 eV. The strongest force on any atom comes out at 0.1141 Eh/bohr. The lowest unoccupied orbital energy is -0.252 Eh. For the electronic energy, the calculation gives -75147.650 eV. For the HOMO-LUMO gap, the calculation gives 8.55 eV. The relative energy (zero: lowest compared OMol25 entry of this formula, charge and spin) comes out at 5.7823 eV.

Formula: C5H14
Source: the OMol25 dataset
Level of theory: ωB97M-V/def2-TZVPD

Structure (XYZ):
```
19
C5H14 (ωB97M-V/def2-TZVPD)
C -0.867 2.343 0.190
C -1.779 1.761 -0.888
C -1.362 0.476 -1.649
H -1.536 3.012 0.782
H 0.042 2.948 -0.178
H -0.491 1.333 0.696
H -2.784 1.616 -0.573
H -2.089 2.445 -1.760
H -2.275 -0.129 -1.879
H -0.819 0.597 -2.547
H -0.673 -0.018 -0.912
C 2.070 -1.930 0.477
C 1.616 -2.272 1.865
H 2.001 -2.817 -0.128
H 1.516 -0.969 -0.042
H 3.107 -1.487 0.275
H 1.753 -1.313 2.449
H 2.102 -3.135 2.256
H 0.469 -2.462 1.567
```

Its net charge is 0. For the highest occupied orbital energy, the calculation gives -10.70 eV. The strongest force on any atom comes out at 0.0867 Eh/bohr. The lowest unoccupied orbital energy is 0.038 Eh. For the electronic energy, the calculation gives -5410.176 eV. For the HOMO-LUMO gap, the calculation gives 11.75 eV. Its SMILES is CCC.CC. The relative energy (zero: lowest compared OMol25 entry of this formula, charge and spin) comes out at 1.8735 eV.